The following is a quantum chemistry calculation of a molecular structure, C3H9N2O, from the OMol25 dataset.

Computed properties:
charge	+1
energy above the lowest of the compared OMol25 structures with the same formula, charge and spin	152.4	kcal/mol
highest occupied orbital energy	-15.00	eV
orbital gap	10.33	eV
spin multiplicity	1

Last column: Löwdin charge in e.
CARTESIAN COORDINATES (ANGSTROEM)
1 C -0.738 0.681 1.471  -0.04
2 C -1.178 -0.371 -0.610  0.00
3 C 1.793 -0.612 -0.361  0.08
4 N 2.247 -0.257 -1.386  -0.11
5 N -0.242 0.491 0.169  -0.11
6 O 2.365 -0.004 -2.505  0.20
7 H -0.170 1.239 2.312  0.15
8 H -1.724 1.226 1.316  0.14
9 H -0.965 -0.291 1.786  0.08
10 H -2.149 -0.264 -0.431  0.06
11 H -1.000 -0.496 -1.666  0.12
12 H -1.003 -1.374 -0.146  0.13
13 H 2.232 -1.188 0.515  0.18
14 H 0.696 -0.025 -0.004  -0.04
15 H -0.163 1.244 -0.462  0.16

=====

The following is a quantum chemistry calculation of 2 unconnected molecules or ions with the total composition C3H9N2O, from the OMol25 dataset.

Computed properties:
charge	+1
energy above the lowest of the compared OMol25 structures with the same formula, charge and spin	15.6	kcal/mol
highest occupied orbital energy (alpha / beta)	-13.50 / -17.08	eV
orbital gap (alpha / beta)	9.48 / 12.70	eV
spin multiplicity	3

Last column: Löwdin charge in e.
CARTESIAN COORDINATES (ANGSTROEM)
1 C 0.141 0.944 -0.987  -0.02
2 C 0.481 1.635 1.391  0.00
3 C 0.137 0.575 0.471  -0.36
4 N -0.843 -2.241 -1.167  0.06
5 N -0.186 -0.610 0.856  0.23
6 O -0.280 -3.336 -1.248  0.01
7 H -0.827 0.652 -1.490  0.11
8 H 0.995 0.356 -1.387  0.11
9 H 0.230 2.107 -1.228  0.15
10 H 0.441 1.275 2.539  0.17
11 H 1.499 1.789 1.246  0.09
12 H -0.018 2.533 1.030  0.11
13 H -0.728 -1.225 0.145  0.08
14 H -0.712 -3.790 -1.982  0.14
15 H -0.329 -0.665 1.811  0.11

=====

The following is a quantum chemistry calculation of a single C3H9N2O2P molecule, from the OMol25 dataset.

Computed properties:
charge	0
energy above the lowest of the compared OMol25 structures with the same formula, charge and spin	0.0	kcal/mol
highest occupied orbital energy (alpha / beta)	-4.11 / -9.99	eV
orbital gap (alpha / beta)	4.89 / 7.68	eV
spin multiplicity	3

Last column: Löwdin charge in e.
CARTESIAN COORDINATES (ANGSTROEM)
1 C -1.436 0.956 -0.134  -0.65
2 C 1.799 0.534 0.839  -0.15
3 C 1.239 -1.917 -0.732  -0.15
4 N -2.524 0.914 -0.967  0.18
5 N -1.223 1.783 0.797  0.21
6 O -0.531 0.024 -0.520  -0.18
7 O -0.104 -1.362 1.629  -0.31
8 P 0.543 -0.740 0.473  0.52
9 H 2.204 0.949 -0.080  0.05
10 H 1.297 1.315 1.408  0.04
11 H 2.592 0.091 1.436  0.05
12 H 0.455 -2.612 -1.020  0.05
13 H 1.649 -1.426 -1.607  0.05
14 H 2.019 -2.469 -0.212  0.05
15 H -3.351 1.422 -0.709  0.09
16 H -2.645 0.100 -1.546  0.10
17 H -1.983 2.438 0.947  0.06

=====

The following is a quantum chemistry calculation of a gas-phase ion, C3H9N2O2S (charge +1), from the OMol25 dataset.

Computed properties:
charge	+1
energy above the lowest of the compared OMol25 structures with the same formula, charge and spin	41.8	kcal/mol
highest occupied orbital energy	-14.02	eV
orbital gap	10.00	eV
spin multiplicity	1

Last column: Löwdin charge in e.
CARTESIAN COORDINATES (ANGSTROEM)
1 C -1.516 0.202 1.111  -0.44
2 C 0.456 0.611 -0.467  -0.07
3 C 1.240 -0.331 -1.331  -0.27
4 N -0.613 -0.218 0.253  0.06
5 N -1.875 1.387 1.334  0.18
6 O 1.575 -1.321 -0.452  -0.04
7 O -1.675 -2.567 1.056  -0.42
8 S -2.661 -1.433 1.804  0.96
9 H 1.141 0.981 0.301  0.14
10 H -0.023 1.500 -0.850  0.12
11 H 2.096 0.069 -1.796  0.12
12 H 0.717 -0.880 -2.168  0.15
13 H -0.688 -1.207 0.077  0.10
14 H -1.465 2.121 0.770  0.14
15 H -2.581 1.668 2.052  0.17
16 H 2.296 -1.762 -0.882  0.10
17 H -1.149 -2.731 1.793  0.00

=====

The following is a quantum chemistry calculation of 2 unconnected molecules or ions with the total composition C3H9N2O3, from the OMol25 dataset.

Computed properties:
charge	+2
highest occupied orbital energy (alpha / beta)	-17.96 / -17.94	eV
orbital gap (alpha / beta)	6.80 / 3.09	eV
spin multiplicity	2

Last column: Löwdin charge in e.
CARTESIAN COORDINATES (ANGSTROEM)
1 N -1.536 2.982 -1.005  0.23
2 C -1.041 1.862 -0.395  -0.57
3 O -1.404 0.692 -1.008  0.09
4 O -0.366 1.857 0.618  0.08
5 H -1.679 2.930 -1.986  0.12
6 H -1.149 3.835 -0.711  0.12
7 H -2.084 0.929 -1.671  0.14
8 O 0.887 -3.359 0.508  0.43
9 C 1.756 -2.573 0.169  0.07
10 C 1.610 -1.072 0.318  0.00
11 N 0.300 -0.747 0.948  0.22
12 H 2.706 -2.882 -0.301  0.23
13 H 2.429 -0.681 0.931  0.19
14 H 1.624 -0.562 -0.679  0.20
15 H 0.145 0.273 0.953  0.09
16 H -0.472 -1.193 0.460  0.17
17 H 0.250 -1.121 1.912  0.20

=====

The following is a quantum chemistry calculation of 2 unconnected molecules or ions with the total composition C3H9N2OP, from the OMol25 dataset.

Computed properties:
charge	0
energy above the lowest of the compared OMol25 structures with the same formula, charge and spin	77.1	kcal/mol
highest occupied orbital energy (alpha / beta)	-7.87 / -7.87	eV
orbital gap (alpha / beta)	8.11 / 8.11	eV
spin multiplicity	1

Last column: Löwdin charge in e.
CARTESIAN COORDINATES (ANGSTROEM)
1 C 0.338 2.552 -0.351  -0.02
2 C 0.854 1.338 -0.667  -0.32
3 C 1.057 0.381 0.363  -0.34
4 N -1.849 -0.769 -0.745  -0.01
5 N 0.562 -2.044 1.505  -0.10
6 O 1.351 -2.250 -0.873  -0.26
7 P 0.916 -1.294 0.046  0.61
8 H 0.078 3.280 -1.046  0.02
9 H 0.081 2.836 0.655  0.05
10 H 1.114 0.962 -1.690  0.12
11 H 1.064 0.794 1.403  0.09
12 H -1.088 -0.258 0.066  0.08
13 H -2.838 -0.778 -0.482  0.01
14 H 0.063 -1.448 2.125  0.02
15 H -0.146 -2.843 1.274  0.11
16 H -1.557 -0.459 -1.583  -0.07